1.
# C47H53AsBrF3N5OPPt

C47H53AsBrF3N5OPPt as an isolated structure at a distorted geometry (ωB97M-V/def2-TZVPD, the OMol25 dataset).

Geometry as XYZ:
```
113
C47H53AsBrF3N5OPPt, DFT ωB97M-V/def2-TZVPD
Pt -0.12 -0.35 -0.30
O 0.37 0.71 1.60
As 1.15 -0.39 2.58
C 2.02 -1.68 1.40
C 1.75 -3.00 1.57
C 2.40 -3.97 0.77
C 3.39 -3.62 -0.14
C 3.67 -2.30 -0.34
C 2.91 -1.20 0.33
C -0.02 -1.44 3.65
C -1.13 -2.04 3.04
C -1.86 -2.98 3.74
C -1.48 -3.33 5.03
C -0.39 -2.73 5.64
C 0.35 -1.78 4.95
C 2.26 0.63 3.75
C 1.57 1.51 4.58
C 2.30 2.29 5.47
C 3.68 2.19 5.52
C 4.35 1.31 4.68
C 3.64 0.52 3.79
H 1.07 -3.32 2.35
H 2.15 -5.02 0.90
H 3.94 -4.38 -0.67
H 4.48 -2.01 -0.99
H 3.64 -0.49 0.77
H -1.40 -1.75 2.03
H -2.71 -3.46 3.28
H -2.05 -4.08 5.57
H -0.11 -2.99 6.65
H 1.21 -1.31 5.41
H 0.49 1.57 4.54
H 1.78 2.97 6.13
H 4.24 2.80 6.22
H 5.43 1.24 4.73
H 4.17 -0.18 3.15
N 2.08 -0.44 -0.66
P 2.71 -0.23 -2.15
N 4.30 0.17 -2.12
C 4.62 1.43 -1.41
C 6.01 1.90 -1.80
C 7.05 0.89 -1.30
C 6.64 -0.55 -1.67
C 5.45 -0.60 -2.63
N 1.88 1.02 -2.82
C 2.19 1.33 -4.23
C 2.28 2.83 -4.45
C 0.91 3.47 -4.20
C 0.19 2.79 -3.01
C 1.18 2.10 -2.09
N 2.58 -1.57 -3.10
C 1.27 -2.29 -2.99
C 1.28 -3.58 -3.82
C 2.70 -4.15 -3.87
C 3.62 -3.19 -4.64
C 3.16 -1.74 -4.44
H 4.60 1.28 -0.32
H 3.87 2.18 -1.65
H 6.20 2.88 -1.36
H 6.07 2.01 -2.89
H 7.14 0.99 -0.22
H 8.03 1.13 -1.73
H 6.40 -1.11 -0.75
H 7.47 -1.07 -2.15
H 5.15 -1.63 -2.79
H 5.77 -0.20 -3.59
H 1.41 0.93 -4.88
H 3.13 0.85 -4.51
H 2.62 3.03 -5.46
H 3.03 3.25 -3.76
H 0.30 3.37 -5.10
H 1.04 4.54 -4.01
H -0.52 2.05 -3.38
H -0.36 3.53 -2.44
H 0.68 1.67 -1.24
H 1.89 2.84 -1.71
H 0.45 -1.64 -3.30
H 1.12 -2.54 -1.94
H 0.93 -3.40 -4.83
H 0.60 -4.29 -3.35
H 2.70 -5.13 -4.36
H 3.05 -4.29 -2.85
H 3.59 -3.41 -5.70
H 4.65 -3.32 -4.30
H 2.40 -1.49 -5.19
H 3.99 -1.06 -4.59
F -4.66 -6.97 -5.28
C -4.24 -7.21 -4.03
F -3.30 -8.17 -4.11
F -5.27 -7.72 -3.34
C -3.69 -5.97 -3.39
C -3.78 -5.80 -2.02
C -3.22 -4.68 -1.42
C -2.56 -3.73 -2.19
C -2.49 -3.90 -3.57
C -3.05 -5.02 -4.17
C -1.87 -2.62 -1.57
C -1.25 -1.69 -1.10
H -4.29 -6.55 -1.42
H -3.30 -4.54 -0.35
H -1.98 -3.15 -4.17
H -3.00 -5.15 -5.24
Br -4.23 4.96 -1.29
C -3.22 3.43 -0.93
C -3.37 2.29 -1.71
C -2.57 1.21 -1.45
N -1.64 1.22 -0.48
C -1.51 2.31 0.28
C -2.28 3.44 0.08
H -4.10 2.26 -2.51
H -2.64 0.30 -2.04
H -0.75 2.28 1.05
H -2.13 4.31 0.70
```

Values from the calculation:
total charge: +2

=====

2.
# C47H53AsCeO10S

C47H53AsCeO10S as an isolated structure at a distorted geometry (ωB97M-V/def2-TZVPD, the OMol25 dataset).

Geometry as XYZ:
```
113
C47H53AsCeO10S, DFT ωB97M-V/def2-TZVPD
Ce 4.79 -19.68 -1.90
C 2.14 -26.38 0.69
C 1.01 -25.67 -0.02
C 0.49 -26.15 -1.20
C -0.55 -25.48 -1.86
C -1.10 -24.35 -1.30
C -0.63 -23.87 -0.10
C 0.46 -24.47 0.48
H 3.10 -25.81 0.62
H 2.36 -27.36 0.17
H 1.93 -26.53 1.74
H 0.91 -27.04 -1.66
H -0.87 -25.84 -2.84
H -1.95 -23.86 -1.79
H -0.99 -22.90 0.26
H 0.90 -24.01 1.35
O 8.38 -18.00 -3.04
C 7.40 -18.68 -3.10
O 6.98 -19.50 -2.10
C 6.53 -18.83 -4.36
O 7.08 -18.86 -5.44
O 5.27 -19.00 -4.09
C 6.37 -16.62 4.04
C 5.07 -17.25 3.62
C 3.99 -17.12 4.68
O 5.29 -18.58 3.26
C 5.08 -18.82 1.86
C 4.37 -17.54 1.35
O 4.54 -16.59 2.41
C 4.96 -16.85 0.01
O 5.08 -17.80 -1.03
C 3.90 -15.87 -0.59
C 4.08 -15.39 -1.90
C 3.10 -14.62 -2.53
C 1.82 -14.64 -2.00
C 1.61 -15.08 -0.70
C 2.68 -15.64 0.01
C 6.32 -16.23 0.27
C 6.53 -14.86 0.50
C 7.82 -14.32 0.63
C 8.93 -15.13 0.43
C 8.70 -16.48 0.20
C 7.46 -17.07 0.19
C 4.45 -20.23 1.57
O 4.39 -20.40 0.19
C 3.04 -20.44 2.20
C 1.90 -20.23 1.44
C 0.67 -20.76 1.87
C 0.49 -21.34 3.11
C 1.61 -21.36 3.98
C 2.83 -20.92 3.56
C 5.43 -21.35 2.25
C 4.95 -22.69 2.31
C 5.77 -23.70 2.77
C 7.06 -23.41 3.18
C 7.49 -22.09 3.27
C 6.73 -21.04 2.68
H 6.68 -16.95 5.06
H 6.22 -15.53 4.00
H 7.15 -16.80 3.32
H 4.14 -17.84 5.51
H 3.04 -17.34 4.19
H 3.97 -16.17 5.15
H 6.05 -18.92 1.37
H 3.27 -17.74 1.28
H 5.00 -15.51 -2.50
H 3.34 -14.06 -3.45
H 0.97 -14.30 -2.60
H 0.67 -14.97 -0.18
H 2.48 -15.86 1.05
H 5.65 -14.21 0.70
H 7.93 -13.29 0.96
H 9.93 -14.71 0.42
H 9.59 -17.08 -0.02
H 7.37 -18.15 -0.06
H 1.93 -19.82 0.44
H -0.16 -20.61 1.17
H -0.48 -21.72 3.47
H 1.42 -21.75 4.97
H 3.65 -21.03 4.23
H 3.90 -22.85 1.96
H 5.43 -24.73 2.71
H 7.74 -24.24 3.42
H 8.42 -21.81 3.71
H 7.19 -20.09 2.60
O 2.80 -19.29 -2.79
S 1.53 -18.47 -3.33
C 1.39 -18.81 -5.23
C -0.14 -18.90 -5.42
C -0.56 -19.85 -4.29
C 0.02 -19.32 -3.03
H 1.90 -19.79 -5.39
H 1.90 -18.04 -5.80
H -0.46 -19.33 -6.37
H -0.59 -17.89 -5.35
H -0.11 -20.84 -4.49
H -1.64 -20.03 -4.24
H 0.28 -20.13 -2.33
H -0.64 -18.60 -2.58
C 4.65 -24.84 -3.24
As 5.18 -22.96 -3.38
C 4.84 -22.21 -5.21
C 7.09 -22.77 -3.14
O 4.33 -21.91 -2.35
H 4.79 -25.23 -4.25
H 3.64 -24.95 -2.90
H 5.37 -25.24 -2.54
H 5.26 -21.19 -5.24
H 3.73 -22.20 -5.30
H 5.24 -22.86 -6.00
H 7.59 -23.26 -3.98
H 7.43 -23.11 -2.17
H 7.39 -21.72 -3.25
```

=====

We obtain energy relative to the best compared isomer or geometry (same formula, charge and spin) values of 191.8 88.1 kJ/mol for the records listed above, in that order.
We obtain HOMO-LUMO gap values of 4.07 8.00 eV for the records listed above, in that order.